# 1
A molecular structure, C46H95NO20S10 at a distorted geometry. Source: OMol25; level of theory: ωB97M-V/def2-TZVPD.

The geometry in XYZ format:
```
172
Properties=species:S:1:pos:R:3:forces:R:3
S -1.2179 4.0248 4.4554 -0.36 -0.54 -0.63
H -3.5491 -2.4662 -4.4486 -0.67 -0.07 -0.13
H -5.1207 -2.2409 -2.7274 -0.29 0.67 0.75
C 3.2030 2.0263 4.0264 -1.34 -0.35 0.47
C 2.3705 -3.1658 1.8437 -0.72 -2.86 2.95
C 0.1807 0.5085 -4.3909 0.94 2.63 -0.53
H 3.8284 -4.4834 -4.0622 -0.14 -0.11 0.08
O 4.2911 -2.2528 -2.2955 -1.76 -2.13 -1.37
H 0.6062 4.9946 0.9529 -0.35 0.49 -0.62
H 2.2327 2.0099 -1.9606 -0.05 0.64 -1.19
S 0.6021 -1.0566 1.0532 -9.00 -3.50 -1.12
C 3.8639 -0.3288 -0.3590 2.28 1.57 0.65
H 3.0162 2.4148 5.0275 -0.28 0.17 -0.07
H 5.2172 -0.3501 1.3107 0.04 0.00 0.06
C -1.2186 -1.3235 -0.9193 -0.48 1.06 -0.44
C 2.8395 -4.1374 -3.7615 0.02 -0.26 1.13
H 3.3889 -2.2276 3.4038 -0.74 -0.38 0.41
C 2.2876 2.6289 2.8962 0.72 -1.22 3.37
H -4.7770 1.2588 -0.4591 0.13 -0.28 0.01
H -0.0938 -3.0257 -0.5016 0.72 0.38 0.51
H 0.3234 2.1663 2.0283 2.16 -1.14 -0.15
O -6.8065 2.2236 -2.2635 1.87 0.22 -0.30
H -2.5320 1.6005 -2.6686 -1.87 0.05 0.39
C 1.0071 1.9014 2.8348 1.21 -0.82 0.92
O -3.7087 -4.2369 -0.3240 -1.13 -0.10 -2.03
O 3.7654 -0.4839 3.2900 0.19 1.73 1.01
C 1.3732 0.4859 2.8772 0.50 1.26 3.52
C 1.6362 0.7837 -4.9760 0.64 -2.65 0.94
H 1.9990 3.6799 2.9146 0.64 -2.29 3.16
H 1.9390 -3.3669 5.3834 0.39 0.16 -0.03
H 4.2052 -0.9107 -1.2152 -0.51 0.10 0.97
C -2.2234 -5.8232 3.2493 -0.06 1.89 0.48
H -2.1213 -1.6883 -1.4095 0.41 -0.46 0.70
C 2.2944 1.9940 -4.3391 -1.23 0.64 1.15
H -1.1689 -5.8820 3.5189 -0.03 0.31 -0.09
S 1.0830 -4.5094 1.9280 3.20 1.70 1.34
C -2.9522 1.8721 -1.7002 -3.29 0.59 1.43
H -3.7091 2.6965 3.5011 -0.08 -0.35 -1.09
H -5.5491 -4.4652 -4.2590 -0.09 1.10 -0.53
H 2.6999 2.5555 1.8899 1.13 -1.88 3.15
H 2.3567 3.5151 1.5964 0.22 3.91 -2.25
H -1.4704 -5.3100 1.3397 -0.38 0.34 0.13
H -0.9264 1.1392 2.8675 -0.86 -0.04 1.39
H 1.9413 6.1577 0.5224 -1.01 0.66 -1.11
C 2.3825 -2.6381 3.3214 1.51 -1.00 0.10
H 2.4021 1.7790 0.8811 0.02 -0.44 -1.06
H 2.2422 -4.9083 -3.2745 0.13 -0.36 -0.28
H -2.2909 -3.1754 1.0755 -1.26 -0.37 0.89
C 3.1555 0.8724 -0.8901 -0.37 0.73 0.13
C -2.9250 -3.6803 1.8044 -0.31 -1.38 1.59
H -3.9190 -3.7430 1.3616 0.28 0.61 1.34
H 3.7818 4.6746 -1.1761 0.03 0.19 0.55
O 1.7130 -5.7018 1.3979 -1.16 -0.39 0.14
O 0.3648 -1.2585 2.4930 -4.40 -5.73 -4.75
O 1.8854 -1.1269 0.4784 -1.67 0.77 -1.47
H 2.1459 -2.4297 1.0718 0.96 -2.38 0.99
H 3.5295 1.1393 -1.8785 0.65 -0.02 0.29
C -0.5594 3.1446 -0.8482 2.74 2.92 3.46
H -4.1266 -5.1000 -4.9164 0.64 -0.16 0.49
O -0.0220 3.9419 5.2635 -0.06 0.07 -0.49
O -4.3113 -4.9370 4.6818 -0.26 0.28 -0.04
H -0.5042 0.9964 1.3371 0.29 -1.00 -0.78
C 2.6624 6.1870 -2.2613 -1.00 -0.15 0.67
H -2.7161 -3.6449 -3.5251 0.53 0.05 -0.06
C -2.9123 2.0027 3.7694 0.80 0.49 -0.34
C 2.0939 -3.3649 -4.8265 0.15 -0.69 0.38
H 1.9526 2.8411 -4.9338 0.27 0.35 0.16
O -5.0142 1.7099 -3.9714 -0.40 0.61 1.32
H -0.4636 2.1802 -1.3471 0.51 2.44 4.80
H -3.7366 -5.8627 -2.4199 0.35 0.21 -0.03
H 0.4452 2.1884 3.7236 0.37 -0.42 0.15
C -4.4827 -4.5456 -4.0481 -1.57 0.65 1.00
H -0.4549 1.1564 -4.9945 -0.47 0.04 0.33
S 0.2339 1.2768 -2.6994 2.22 -1.96 -6.05
O -0.9685 2.0446 -2.5972 0.59 -1.43 -7.02
C -4.1890 -2.6878 -2.3805 -1.60 1.53 -1.02
C -1.0790 3.2783 2.7140 -1.17 2.84 0.28
H 4.2631 2.0352 3.7730 -0.82 0.11 0.75
H 3.5189 4.8845 1.4897 0.11 -0.05 0.34
C 1.5884 -1.8735 -2.9320 -0.82 -2.11 0.57
H -0.4139 3.0964 0.2309 0.18 0.31 0.22
H 3.3785 2.0620 -4.2484 0.01 -0.62 -0.48
C -3.7144 -3.2462 -3.7054 1.77 -1.46 0.15
H 2.0184 4.8930 2.5496 0.76 1.51 -0.42
H -2.3103 3.9192 -2.0515 -0.85 0.03 -0.73
H 1.7998 -4.0394 -5.6307 -0.01 0.09 -0.05
H 1.4526 -0.0849 1.9520 3.20 3.94 2.28
H -0.0372 -3.1396 -4.0956 0.39 -0.28 0.90
C -2.3251 2.6631 5.0014 0.95 -0.22 0.30
H 1.6161 -1.8695 3.4210 1.11 -1.00 0.66
C -3.1185 3.4061 -1.5304 -2.67 0.24 -4.15
C 0.4296 4.2503 -1.4094 -1.03 0.46 1.34
H 0.6505 -0.0765 3.4685 0.33 1.65 0.21
C 2.2325 -3.7713 4.4146 -1.16 0.59 -2.26
O 2.2807 -0.1934 5.3017 -0.66 -0.85 2.06
O 2.5950 -3.7466 -1.0936 1.06 1.32 -2.60
C -4.5957 -5.2487 -2.6903 0.82 -0.94 0.88
H -3.5457 -1.9525 -1.8970 -0.46 -0.34 -0.19
H -0.2972 -0.4701 -4.3465 0.53 0.23 0.04
C -4.3338 1.1440 -1.4483 -0.25 2.39 -1.54
H 2.0206 -0.8729 -2.9446 0.26 -0.49 -1.10
C 1.0024 -4.5442 3.8940 -0.56 -0.18 -0.76
C 1.7103 2.2068 -2.8967 -1.03 1.19 -1.26
H -5.4390 -5.9355 -2.6170 -0.20 0.34 0.04
H 2.2319 -0.0741 -4.6638 0.15 -0.18 -0.14
H 2.4368 6.9826 -1.5513 0.10 -0.22 0.48
H -4.9980 4.2529 -1.4986 -0.83 0.09 -0.38
H -1.8927 -2.6567 3.4240 0.49 -0.35 -0.07
S 3.0259 -3.0223 -2.3292 -1.51 0.54 2.16
H 3.2047 -4.2632 4.4464 -0.42 -0.63 0.22
O 5.5875 2.7514 -0.1216 0.14 0.16 0.87
H -2.1920 1.6134 -0.9631 -2.68 2.66 -0.54
H 1.3791 3.2449 -2.9250 0.55 -1.26 0.04
H 0.4763 1.0372 -0.0485 -0.27 -0.52 0.51
H -3.4946 -2.2193 3.4633 -0.86 -0.67 0.04
H -3.0752 -5.7863 1.2038 -0.42 -0.01 0.52
H -0.0303 5.2347 -1.3227 -0.55 0.19 0.14
C 0.9139 -2.6117 -4.1642 3.05 2.23 -1.16
O -2.0134 -4.3694 5.5487 -1.57 0.06 -1.91
H -4.5244 0.1997 -1.9581 0.51 -0.26 0.56
H -1.2587 -2.6475 0.7434 1.17 1.33 -0.56
H -3.3395 1.0253 3.9936 0.07 0.09 0.03
H -0.1031 3.3656 2.2363 -0.96 1.25 0.84
O -0.0860 -3.8927 1.3100 0.93 -3.01 2.07
O -6.1548 -3.9078 -1.0476 0.72 0.70 0.85
H -4.5484 4.4389 -3.1752 0.65 -0.37 -0.12
C -1.6888 1.9042 2.7203 -2.34 0.59 0.56
H 2.9069 4.0621 -2.4536 -0.26 0.18 0.10
H 1.7704 0.7777 -6.0577 -0.74 0.23 -0.03
H -1.6758 1.8909 5.4140 0.36 0.48 0.58
C -1.4722 0.0197 -0.2529 0.03 -1.48 -0.15
H 5.9631 -0.0350 -0.2446 0.35 0.98 0.18
H 0.7064 -5.4941 4.3390 0.91 -0.63 -0.53
H 3.2769 -3.7432 1.6616 0.07 0.18 -0.19
C -2.8744 -3.0788 3.2092 1.26 -0.71 0.49
C 1.6049 5.1210 0.5349 0.30 0.71 0.06
H -1.7565 0.7501 -1.0104 1.84 -3.31 0.93
H -2.9655 3.0848 5.7760 -0.26 -0.22 -0.25
C 3.1384 2.0649 0.1300 1.32 -2.26 0.01
H -2.0391 1.6123 1.7302 -0.74 0.61 0.05
H -2.6046 -6.8030 3.5372 -0.69 0.25 -0.43
C -0.5264 -2.2038 0.0689 -0.85 1.02 -1.38
H 2.1341 0.5165 -1.0251 0.62 0.49 0.09
H 0.7163 -1.7490 -4.8006 -0.15 -0.59 -0.52
C -2.4274 -5.1916 1.8479 0.06 -1.07 -0.45
H -1.6701 4.0348 2.1979 -0.60 -0.24 -0.13
O 4.9848 2.2274 2.3555 1.00 -0.45 -5.71
C -0.2472 0.4008 0.4611 1.22 1.68 2.36
H 0.6980 -1.7000 -2.3276 1.24 -1.00 1.05
H 3.0040 3.1129 -0.1378 0.09 -1.03 -0.40
H 0.5672 4.1605 -2.4869 -0.47 0.54 0.55
O 0.5250 0.2385 -1.7652 0.41 1.12 -1.09
C 2.8048 4.7872 -1.6462 0.59 0.40 0.96
H -2.2597 0.0090 0.5006 -0.53 -0.32 -0.16
O -1.8735 5.3233 4.3198 0.32 -1.39 0.07
S -5.3862 2.1904 -2.6297 0.25 -0.51 -0.15
H -3.0916 3.8481 -0.5344 -0.71 -0.53 0.19
N 1.7226 4.3389 -0.6863 -0.18 0.82 -2.60
H 2.9072 -2.7249 -5.1686 -0.63 0.73 -0.61
H 3.5376 6.5634 -2.7908 -0.17 -0.52 -0.41
C -4.4649 3.7708 -2.3180 -0.72 -0.31 2.29
C 5.0783 0.1645 0.3599 1.27 -0.10 1.60
S -4.7341 -3.9664 -1.3051 0.02 -2.83 -3.08
C 2.4732 4.5988 1.6037 0.01 1.28 -2.02
H -0.5365 -1.0384 -1.7202 -1.16 -1.08 0.34
H 1.7388 6.1088 -2.8349 0.29 0.51 -0.79
H 3.1944 -0.7744 0.3766 3.01 0.38 -1.15
H -1.5793 3.4870 -1.0234 2.64 -0.55 1.02
S 4.8529 1.9581 0.8610 0.29 -0.69 0.36
H 0.0767 -4.0232 4.1382 0.18 0.83 -0.25
S 2.7490 0.2504 4.0533 1.94 2.38 -4.71
S -2.9520 -4.5547 4.4069 1.88 -0.01 0.71
```
Forces are in eV/Å.

Summary:
2S+1 = 1
Energy above the lowest of the compared OMol25 structures with the same formula, charge and spin = 3353.2 kJ/mol
HOMO energy = -8.88 eV

Results of the Löwdin charge analysis, in e, for atoms 1 through 99:
1 S 0.735
2 H 0.121
3 H 0.112
4 C -0.115
5 C -0.175
6 C -0.129
7 H 0.113
8 O -0.347
9 H 0.116
10 H 0.050
11 S 0.846
12 C -0.218
13 H 0.110
14 H 0.083
15 C -0.176
16 C -0.230
17 H 0.079
18 C -0.267
19 H 0.104
20 H 0.124
21 H 0.050
22 O -0.343
23 H 0.116
24 C -0.279
25 O -0.350
26 O -0.342
27 C -0.253
28 C -0.184
29 H 0.059
30 H 0.115
31 H 0.073
32 C -0.167
33 H 0.090
34 C -0.140
35 H 0.055
36 S 0.798
37 C -0.242
38 H 0.114
39 H 0.110
40 H 0.014
41 H -0.015
42 H 0.078
43 H 0.091
44 H 0.122
45 C -0.232
46 H 0.081
47 H 0.105
48 H 0.046
49 C -0.218
50 C -0.217
51 H 0.087
52 H 0.114
53 O -0.336
54 O -0.384
55 O -0.354
56 H -0.002
57 H 0.119
58 C -0.081
59 H 0.117
60 O -0.319
61 O -0.337
62 H 0.043
63 C -0.060
64 H 0.101
65 C -0.151
66 C -0.214
67 H 0.117
68 O -0.359
69 H -0.036
70 H 0.094
71 H 0.106
72 C -0.192
73 H 0.105
74 S 0.814
75 O -0.404
76 C -0.258
77 C -0.252
78 H 0.048
79 H 0.132
80 C -0.160
81 H 0.079
82 H 0.129
83 C -0.206
84 H 0.109
85 H 0.104
86 H 0.119
87 H 0.026
88 H 0.119
89 C -0.222
90 H 0.050
91 C -0.188
92 C -0.172
93 H 0.097
94 C -0.145
95 O -0.256
96 O -0.327
97 C -0.201
98 H 0.061
99 H 0.082

=====

# 2
A molecular structure, C17H37BaN2O15S4 at a distorted geometry. Source: OMol25; level of theory: ωB97M-V/def2-TZVPD.

The geometry in XYZ format:
```
76
Properties=species:S:1:pos:R:3:forces:R:3
H -0.0363 -1.1750 4.7836 -0.26 -0.14 -0.08
H 1.0464 2.0601 -5.1710 0.07 -0.06 -0.06
C 0.9430 0.9973 -4.9730 -0.05 0.55 -0.24
C 2.8651 -4.0225 5.1047 -0.37 0.01 -0.64
H 2.1561 -3.1926 5.1139 0.31 0.22 0.24
H 0.3140 0.5084 -6.9698 0.00 0.09 0.02
O -0.8885 0.3202 -0.2189 -0.41 0.42 0.47
S -4.0501 0.5094 -3.4338 -0.01 0.21 0.54
C -0.0378 -1.1105 3.6908 0.52 0.05 0.90
O 2.4039 -4.2100 2.7589 -0.34 0.06 0.52
H 4.4163 -2.6533 0.6303 0.09 0.02 0.16
C 2.6249 0.8623 -0.6225 -1.36 0.05 -0.13
C -0.4091 0.2856 3.2728 -0.37 -0.64 -0.31
O -4.5061 1.6416 -4.1681 0.06 0.19 -0.22
C 3.3786 -2.5699 0.9348 -0.38 -0.01 -0.41
H -3.4885 3.9255 -1.0268 -0.12 0.06 -0.15
O 1.4394 -4.2971 0.6369 -1.18 -0.23 -0.50
H 4.1727 -4.9387 3.6004 -0.17 -0.11 -0.03
O 2.4276 2.9619 0.8589 -0.06 -0.10 0.06
H -5.4606 2.5200 -1.9038 0.09 0.01 -0.25
C 0.4234 3.8907 -0.1267 0.24 -0.10 0.15
O -4.3252 0.7518 -1.8929 -0.04 0.33 -0.24
H 2.7534 1.6193 -1.3907 0.52 -0.10 -0.03
C 0.5764 -1.5924 -4.3711 -0.05 -0.86 -0.01
H 0.4792 3.2654 -1.0195 -0.04 0.14 -0.12
C 0.3254 -1.1994 -5.6651 -0.35 0.76 -0.42
O -1.8347 0.4404 3.4903 0.24 0.17 0.13
H 3.2251 -1.9174 1.7911 0.07 0.00 0.05
O -4.5537 -0.7899 -3.7104 -0.11 -0.59 -0.10
H -1.7562 1.3209 -3.3917 -0.28 0.14 0.25
H 0.4716 2.1669 1.0976 0.43 -0.10 0.05
H -1.9571 -0.3557 -2.7868 -0.03 -0.04 0.11
O 2.3022 0.7816 1.9634 0.06 -0.33 0.15
S -2.4192 1.9094 3.2702 -0.49 -1.16 -0.48
H -2.4850 2.5036 -1.0978 0.06 -0.03 -0.17
H -2.6927 1.0777 1.1169 -0.15 0.12 -0.12
H -0.7000 -1.8821 3.2996 0.01 0.06 -0.19
O -3.2922 2.1434 4.3496 -0.75 0.36 0.78
C -2.2986 0.3863 -3.4975 0.22 -0.05 -0.82
H -0.6227 4.1076 0.0915 0.01 0.07 -0.06
C 3.4905 -4.0996 3.7278 0.27 0.06 0.41
H 0.8382 3.6000 2.0046 0.14 0.15 -0.13
H 1.5510 0.6561 -0.6136 0.00 0.00 0.07
N 1.2726 0.6067 -3.7503 -0.15 -0.24 0.29
O 3.7239 -5.1709 0.9529 0.29 -0.47 -0.36
C 1.0795 -0.6806 -3.4674 0.92 0.02 0.03
O -1.3447 2.7849 2.9847 0.90 0.83 -0.26
H -3.0841 3.2473 -2.6166 0.03 0.06 0.01
H 4.0472 -3.1807 3.5286 -0.07 0.00 -0.10
H 0.1217 1.0066 3.8831 0.17 0.18 -0.27
H -0.0392 -1.8660 -6.4354 0.06 -0.18 0.14
O 4.4202 1.6567 1.0382 1.41 0.17 0.36
S 2.7477 -4.1949 1.2517 0.50 0.67 0.30
C -4.5498 2.1291 -1.4630 0.22 -0.36 1.08
C -3.3273 3.0016 -1.5853 0.13 0.05 0.01
C 0.5067 0.1424 -5.9712 -0.07 -0.24 -0.13
H 1.0044 -1.2753 3.4084 -0.09 -0.14 -0.28
O -1.8674 -1.3949 0.7034 -0.18 -0.32 0.08
H 3.1122 -0.0828 -0.8346 0.46 0.17 0.09
H 0.4356 -2.6341 -4.1013 0.12 0.06 0.13
H 1.5222 -1.0309 -2.5395 -0.52 0.09 0.24
H -4.2360 1.0712 2.0427 0.11 -0.17 0.05
O 0.0610 -1.5944 -0.2475 -0.16 -0.91 0.19
H 3.6745 -3.8866 5.8166 -0.19 0.05 0.24
H 0.9685 4.8178 -0.2921 -0.08 0.06 -0.05
Ba -1.1791 -4.0149 0.1373 0.94 1.42 0.29
S 3.0239 1.5196 0.9638 -0.88 -0.27 -0.69
H -2.1342 0.0272 -4.5168 0.19 -0.08 0.11
N -0.9058 -0.8370 0.1024 0.52 -0.60 -1.03
H -0.2031 0.3991 2.2085 0.10 0.41 0.19
C 0.9976 3.1222 1.0395 -0.78 0.10 0.16
C -3.3389 1.6335 1.7929 -0.22 -0.03 0.04
H 2.7760 -2.1879 0.1106 0.06 0.05 0.02
H -4.7053 1.9705 -0.3946 -0.40 0.08 -0.16
H 2.2622 -4.8982 5.3414 0.34 -0.24 0.02
H -3.6525 2.5865 1.3718 0.25 0.12 0.11
```
Forces are in eV/Å.

Summary:
2S+1 = 1
Charge = +1
HOMO energy = -12.20 eV

For reference, the Löwdin charges in units of e are:
1 H 0.090
2 H 0.113
3 C -0.150
4 C -0.043
5 H 0.075
6 H 0.111
7 O 0.070
8 S 0.548
9 C -0.059
10 O -0.257
11 H 0.092
12 C -0.131
13 C -0.265
14 O -0.252
15 C -0.078
16 H 0.093
17 O -0.535
18 H 0.128
19 O -0.224
20 H 0.126
21 C -0.045
22 O -0.254
23 H 0.077
24 C -0.090
25 H 0.076
26 C -0.073
27 O -0.245
28 H 0.072
29 O -0.268
30 H 0.071
31 H 0.074
32 H 0.056
33 O -0.289
34 S 0.560
35 H 0.063
36 H 0.038
37 H 0.066
38 O -0.238
39 C -0.130
40 H 0.078
41 C -0.221
42 H 0.122
43 H 0.035
44 N 0.078
45 O -0.217
46 C -0.169
47 O -0.260
48 H 0.077
49 H 0.122
50 H 0.129
51 H 0.114
52 O -0.242
53 S 0.565
54 C -0.231
55 C -0.078
56 C -0.059
57 H 0.068
58 O -0.188
59 H 0.059
60 H 0.098
61 H 0.085
62 H 0.086
63 O -0.221
64 H 0.095
65 H 0.087
66 Ba 1.990
67 S 0.543
68 H 0.070
69 N -0.585
70 H 0.075
71 C -0.257
72 C -0.121
73 H 0.054
74 H 0.092
75 H 0.087
76 H 0.070

=====

no.,total energy (a.u.),frontier orbital gap (eV)
1,-7349.71128,8.39
2,-3525.98827,7.53